{
  "formula": "C6H28F5N2O12",
  "method": "the ωB97M-V functional and the def2-TZVPD basis",
  "charge": 1,
  "homo_ev": -12.8,
  "max_force_ev_per_a": 2.05,
  "spin_multiplicity": 1,
  "homo_lumo_gap_ha": 0.2809,
  "symbols": ["F", "C", "F", "F", "C", "F", "F", "N", "C", "C", "C", "C", "N", "H", "H", "H", "H", "O", "H", "H", "O", "H", "H", "O", "H", "H", "O", "H", "H", "O", "H", "H", "O", "H", "H", "O", "H", "H", "O", "H", "H", "O", "H", "H", "O", "H", "H", "O", "H", "H", "O", "H", "H"],
  "coordinates": [[2.376, -2.816, -0.770], [2.700, -2.063, -1.818], [2.861, -2.795, -2.901], [3.862, -1.465, -1.544], [1.664, -0.905, -2.008], [1.878, -0.355, -3.188], [1.838, -0.025, -1.050], [0.252, -1.376, -1.981], [-0.679, -0.520, -1.616], [-1.972, -0.978, -1.572], [-2.175, -2.254, -1.907], [-1.132, -3.076, -2.316], [0.094, -2.626, -2.348], [-0.458, 0.497, -1.363], [-2.761, -0.324, -1.264], [-3.165, -2.674, -1.865], [-1.311, -4.092, -2.616], [5.302, -4.322, -0.016], [4.644, -3.953, -0.609], [4.987, -5.211, 0.172], [-1.917, 1.749, -0.357], [-2.740, 1.943, 0.116], [-1.258, 1.813, 0.353], [-2.914, 1.590, 2.203], [-2.453, 2.232, 2.756], [-2.415, 0.776, 2.337], [0.089, -4.661, -4.516], [0.404, -4.475, -5.411], [0.736, -4.237, -3.944], [-0.502, 3.177, 1.842], [-0.497, 4.143, 1.760], [0.409, 2.952, 2.057], [1.341, 3.494, 4.223], [1.804, 4.129, 4.782], [1.827, 2.672, 4.347], [-0.970, -0.770, 3.327], [-0.810, -1.334, 4.086], [-0.500, -1.220, 2.615], [-0.214, 5.805, 3.285], [0.224, 6.493, 3.799], [0.289, 5.000, 3.460], [0.687, -2.970, 2.956], [0.852, -3.538, 3.717], [1.153, -3.407, 2.236], [-1.102, 4.687, -0.686], [-1.819, 5.010, -1.239], [-1.336, 3.771, -0.484], [-0.535, -4.891, -7.520], [-1.229, -4.510, -8.067], [-0.865, -5.766, -7.295], [-1.155, 7.331, 5.398], [-1.415, 6.531, 4.924], [-1.976, 7.814, 5.524]],
  "lowdin_charge": [0.18, -0.57, 0.21, 0.20, -0.42, 0.22, 0.21, 0.04, 0.06, 0.04, 0.04, -0.01, 0.17, 0.14, 0.13, 0.14, 0.13, -0.04, -0.01, 0.04, -0.08, 0.06, 0.02, -0.06, 0.04, 0.01, -0.06, 0.03, 0.00, -0.05, 0.04, 0.04, -0.05, 0.06, 0.06, -0.06, 0.04, 0.01, -0.05, 0.04, -0.01, -0.04, 0.06, 0.04, -0.06, 0.04, -0.02, -0.05, 0.04, 0.05, -0.07, 0.02, 0.04]
}